# 1
{
  "formula": "CH4O2S2",
  "method": "wB97M-V/def2-TZVPD",
  "species": ["C", "O", "O", "S", "S", "H", "H", "H", "H"],
  "xyz": [[0.30628, 0.25683, -0.42188], [-0.93177, 0.07690, 0.00990], [1.00208, 1.51818, 0.63460], [0.62279, -2.25233, 1.14722], [1.42965, -1.14636, -0.36323], [0.34837, 0.71171, -1.40449], [-0.92120, -0.24455, 0.93093], [1.03933, 2.30728, 0.09804], [-0.29037, -2.92940, 0.43045]],
  "atomic_forces_ev_per_a": [[1.74, 2.76, 2.19], [-0.66, 0.00, 0.12], [-1.14, -3.10, -1.70], [0.03, 0.00, 0.14], [0.06, 0.05, 0.00], [-0.08, -0.01, -0.05], [0.13, -0.01, -0.28], [-0.10, 0.34, -0.39], [0.01, -0.02, -0.02]],
  "homo_energy_ev": -9.60,
  "spin_multiplicity": 1,
  "gap_ev": 9.82,
  "relative_energy_kcal_mol": 26.1
}

---

# 2
{
  "formula": "C5H20N2O3",
  "method": "wB97M-V/def2-TZVPD",
  "species": ["C", "C", "C", "N", "C", "C", "N", "H", "H", "H", "H", "H", "H", "H", "H", "H", "H", "H", "H", "H", "H", "O", "H", "H", "O", "H", "H", "O", "H", "H"],
  "xyz": [[1.74055, -0.24432, 1.52987], [0.41233, 0.03875, 0.79956], [-0.70067, 0.31690, 1.84191], [-0.15104, -1.07745, -0.00346], [-0.32580, -0.81913, -1.42538], [-1.22036, 0.36896, -1.84996], [-1.19612, 0.58809, -3.29414], [1.35631, -0.78575, 2.44815], [2.28080, -1.11070, 1.10165], [2.30873, 0.62121, 1.84645], [0.46651, 0.90734, 0.14506], [-1.01068, -0.62124, 2.37908], [-0.21044, 0.91801, 2.63907], [-1.56030, 0.86819, 1.42656], [0.33939, -1.96527, 0.15285], [0.57724, -0.76287, -2.06732], [-0.78241, -1.69521, -1.89047], [-0.80946, 1.30777, -1.44325], [-2.28024, 0.27294, -1.58092], [-0.28172, 0.66120, -3.70715], [-1.66107, -0.19359, -3.77211], [3.16905, -0.77610, -0.84584], [3.61674, -0.69864, -1.69293], [2.38519, -0.22332, -0.83874], [-2.76297, -1.84434, 0.55634], [-1.86157, -1.56326, 0.26908], [-3.37249, -1.10804, 0.46801], [0.50594, 3.07035, 2.57532], [1.20356, 2.45044, 2.34012], [-0.17500, 3.09910, 1.89258]],
  "atomic_forces_ev_per_a": [[-1.83, -2.79, 1.23], [-1.42, -0.33, 0.39], [1.10, 0.34, 1.43], [0.87, -0.09, -0.69], [-0.27, -0.52, -1.24], [0.91, 0.65, -0.17], [-1.04, -0.86, -0.49], [0.62, 0.92, -0.32], [0.33, 1.25, -0.24], [0.29, -0.07, -0.29], [0.29, 0.11, -0.10], [0.11, 0.74, -0.95], [-0.83, -0.10, -0.41], [0.24, -0.41, 0.18], [-0.14, 0.56, -0.14], [0.32, 0.45, 0.65], [-0.30, -0.28, 0.33], [-0.41, -0.29, 0.30], [0.41, -0.10, 0.31], [0.39, 0.06, 0.22], [0.23, 0.48, 0.20], [0.45, -0.36, -0.01], [-0.25, 0.20, -0.08], [0.06, 0.14, -0.36], [-0.07, -0.41, -0.12], [-0.43, 0.24, 0.40], [0.20, 0.09, -0.06], [0.08, 0.62, 0.38], [-0.35, 0.10, -0.34], [0.43, -0.32, 0.00]],
  "homo_energy_ev": -9.37,
  "spin_multiplicity": 1,
  "gap_ev": 9.77,
  "relative_energy_kcal_mol": 32.0
}

---

# 3
{
  "formula": "C12H9CoF6N4O3PS3",
  "method": "wB97M-V/def2-TZVPD",
  "species": ["Co", "O", "C", "C", "C", "C", "C", "C", "C", "O", "N", "N", "C", "S", "C", "C", "S", "H", "H", "H", "H", "H", "H", "H", "H", "H", "F", "P", "F", "F", "F", "F", "F", "S", "C", "N", "O", "C", "N"],
  "xyz": [[-1.51318, -0.74594, -0.64388], [3.08121, 0.38943, 2.24143], [2.38666, -0.49851, 2.97644], [3.00380, -0.94809, 4.14346], [2.38409, -1.87604, 4.95111], [1.12345, -2.38437, 4.62393], [0.50026, -1.93930, 3.48768], [1.10640, -0.99138, 2.64550], [0.34302, -0.58071, 1.47285], [-0.80965, -0.98553, 1.28968], [0.94950, 0.30069, 0.58258], [0.21435, 0.56018, -0.47351], [0.71756, 1.56168, -1.21106], [0.01751, 2.03789, -2.68863], [0.99454, 3.55967, -2.81935], [2.36129, 3.29944, -2.23460], [2.11528, 2.43554, -0.66335], [2.58595, 0.57784, 1.42859], [3.97972, -0.54445, 4.38346], [2.88859, -2.22141, 5.84527], [0.64622, -3.11838, 5.25924], [-0.47937, -2.30814, 3.21415], [0.46216, 4.33993, -2.27789], [1.03914, 3.81786, -3.87578], [2.89742, 4.22249, -2.01979], [2.96769, 2.66735, -2.88032], [-1.91367, 0.15258, -2.42520], [-3.19431, 0.23518, -3.66950], [-4.32587, 0.33868, -4.75463], [-2.92591, -1.30577, -3.92176], [-4.22149, -0.13749, -2.48539], [-2.02097, 0.61828, -4.68332], [-3.31965, 1.78148, -3.25145], [-3.40889, 0.36353, 0.23063], [-3.90942, -0.79805, 1.29924], [-4.28271, -1.59602, 2.05909], [-0.32623, -4.34293, -2.29272], [-0.81123, -3.43071, -1.72437], [-1.30325, -2.50652, -1.13783]],
  "atomic_forces_ev_per_a": [[-0.10, 0.47, -0.35], [0.00, -0.09, 0.12], [-0.04, -0.04, -0.05], [0.07, 0.02, 0.08], [0.02, 0.01, -0.04], [0.05, -0.05, 0.11], [-0.08, 0.00, 0.02], [0.18, 0.16, -0.05], [-0.05, -0.17, 0.22], [-0.09, -0.01, -0.17], [0.22, 0.05, 0.15], [-0.11, 0.13, 0.01], [0.18, 0.02, 0.01], [-0.07, -0.04, 0.02], [-0.03, -0.04, -0.07], [0.00, 0.01, 0.06], [-0.12, -0.16, 0.03], [-0.09, 0.08, -0.11], [-0.04, -0.05, -0.01], [-0.02, 0.03, -0.01], [0.02, 0.03, -0.03], [0.03, 0.01, -0.01], [0.00, 0.06, 0.01], [0.01, 0.03, -0.01], [0.00, 0.00, -0.02], [0.02, -0.01, -0.04], [-0.03, -0.03, 0.04], [0.07, 0.03, 0.10], [-0.08, 0.02, -0.08], [0.01, -0.09, 0.01], [-0.04, -0.05, 0.07], [0.08, 0.06, -0.09], [0.00, 0.09, 0.04], [-0.14, -0.02, 0.03], [-0.06, -0.18, 0.25], [0.11, 0.23, -0.21], [-0.24, 0.33, 0.25], [0.08, -0.06, -0.08], [0.28, -0.74, -0.18]],
  "homo_energy_ev": [-9.40, -9.39],
  "spin_multiplicity": 6,
  "gap_ev": [8.18, 5.30]
}

---

# 4
{
  "formula": "C19H19F3N2O2",
  "method": "wB97M-V/def2-TZVPD",
  "species": ["O", "C", "N", "C", "C", "C", "C", "C", "C", "H", "H", "H", "H", "H", "H", "N", "C", "H", "C", "H", "H", "C", "C", "C", "C", "C", "C", "C", "H", "H", "H", "C", "F", "F", "F", "H", "O", "H", "C", "H", "C", "H", "H", "H", "H"],
  "xyz": [[-2.81729, 2.27136, -0.21339], [-2.31494, 1.26178, -0.71291], [-2.29821, 0.91567, -1.97130], [-2.76603, 1.47772, -3.10000], [-2.45775, 0.79704, -4.48060], [-2.95383, 1.51568, -5.45211], [-3.69249, 2.70363, -5.32777], [-4.18753, 3.02068, -4.04949], [-3.58618, 2.48454, -2.88896], [-3.76817, 3.01191, -2.01218], [-4.86282, 4.01086, -3.76214], [-4.37002, 2.91210, -6.06881], [-2.81113, 0.95843, -6.57117], [-1.89560, 0.13288, -4.33189], [-1.59825, -0.05924, -2.22048], [-1.44793, 0.42954, 0.27806], [-0.66615, -0.73996, -0.31261], [0.21386, -0.39842, -0.74367], [-0.47310, -1.61437, 1.03988], [-1.14602, -1.93782, 1.59860], [0.31171, -2.53785, 0.69007], [0.53507, -0.69941, 2.27732], [1.90761, -0.85908, 1.97053], [2.78104, -1.64240, 2.76547], [3.87029, -2.12588, 2.53861], [4.62787, -1.19994, 1.39763], [4.05802, -0.40148, 0.47668], [2.45963, -0.23019, 0.94265], [2.16259, 0.49444, 0.23267], [4.46140, 0.23314, -0.20875], [5.67009, -1.37405, 1.34509], [4.81491, -3.00533, 3.29882], [6.11615, -2.67635, 3.27075], [4.57722, -2.79430, 4.52772], [4.65166, -4.17820, 2.96614], [2.08157, -2.27770, 3.58044], [-0.00450, -1.55941, 3.28688], [0.55949, -0.67884, 4.12419], [-0.03961, 0.67518, 2.14732], [0.61749, 1.33241, 1.62655], [-1.43065, 0.89444, 1.55757], [-1.73780, 1.90517, 1.89868], [-1.99254, 0.04011, 2.28003], [0.18248, 1.06017, 3.03082], [-1.34163, -1.54865, -0.72097]],
  "atomic_forces_ev_per_a": [[-0.10, -1.13, -1.03], [2.03, 1.18, 5.91], [5.22, -7.39, -1.70], [0.70, -2.52, -2.39], [-7.86, 11.62, 5.46], [0.19, -1.56, -6.22], [-1.81, -1.33, 3.03], [0.41, 3.50, 0.46], [-2.13, 2.48, -3.41], [-0.16, -0.04, 1.66], [1.43, -2.81, -1.53], [-0.77, 1.17, -2.37], [-0.40, 2.10, 2.85], [7.93, -10.12, 0.74], [-2.82, 3.87, 1.43], [-2.42, 1.11, -8.18], [-4.27, -1.53, 6.33], [1.60, -0.11, -1.13], [12.74, 2.43, -6.27], [-6.74, -2.55, 4.06], [-2.32, 2.25, 1.17], [-6.14, -3.85, -4.65], [2.53, 0.96, -0.53], [-11.84, -1.94, 5.31], [11.54, 2.35, -6.39], [-0.20, -2.40, 0.40], [-5.94, -2.43, 6.20], [5.48, 0.66, -3.39], [-1.77, 0.53, -0.12], [1.12, 1.41, -1.81], [1.06, -0.24, 0.05], [-0.06, 5.32, -0.56], [1.24, 0.11, -1.86], [-1.88, -0.38, 5.11], [-0.23, -6.06, -1.35], [1.96, 1.87, -1.56], [3.94, 6.33, 4.69], [-2.81, -4.39, -1.97], [0.31, -0.48, -2.73], [0.93, 0.05, -1.28], [0.08, -3.50, 6.46], [-0.29, -0.76, -1.38], [0.23, 2.44, -1.37], [-0.35, 2.19, 4.89], [0.63, 1.59, -1.05]],
  "homo_energy_ev": -8.25,
  "spin_multiplicity": 1,
  "gap_ev": 8.22,
  "relative_energy_kcal_mol": 373.4
}

---

# 5
{
  "formula": "C38H61N12O3PSV",
  "method": "wB97M-V/def2-TZVPD",
  "species": ["V", "C", "C", "C", "C", "C", "C", "C", "C", "N", "C", "O", "C", "C", "C", "C", "C", "N", "C", "O", "N", "C", "C", "C", "C", "C", "C", "C", "C", "H", "H", "H", "H", "H", "H", "H", "H", "H", "H", "H", "H", "H", "H", "H", "H", "H", "H", "H", "H", "H", "N", "C", "C", "C", "C", "N", "H", "H", "H", "H", "H", "H", "H", "H", "H", "H", "H", "H", "S", "C", "C", "C", "C", "N", "C", "N", "N", "N", "H", "H", "H", "H", "H", "H", "H", "H", "H", "H", "C", "N", "C", "P", "O", "N", "C", "C", "N", "C", "C", "H", "H", "H", "H", "H", "H", "H", "H", "H", "H", "H", "H", "H", "H", "H", "H", "H", "H"],
  "xyz": [[0.54219, 0.18892, 0.67488], [0.67214, -0.19233, -4.74819], [-0.80066, -0.48025, -4.78475], [-1.32760, -1.20986, -5.84652], [-2.67111, -1.54566, -5.91635], [-3.51533, -1.13578, -4.89559], [-3.02910, -0.40494, -3.81923], [-3.96890, 0.06163, -2.74053], [-1.66054, -0.06602, -3.74267], [-1.25057, 0.58188, -2.57499], [-0.62118, 1.73727, -2.65782], [-0.25811, 2.35796, -3.68240], [-0.55357, 2.52597, -1.34636], [-0.60242, 3.90944, -1.49411], [-0.75265, 4.71107, -0.37761], [-0.89996, 4.11154, 0.85603], [-0.80102, 2.73361, 0.93908], [-0.57323, 1.95369, -0.13214], [-1.11020, 2.07519, 2.27108], [-1.59052, 2.77940, 3.17287], [-0.91196, 0.76179, 2.28964], [-1.37472, 0.06224, 3.42230], [-0.48782, -0.30062, 4.44683], [0.89626, 0.26827, 4.44526], [-0.93461, -1.13236, 5.46825], [-2.24576, -1.58504, 5.50490], [-3.13787, -1.15468, 4.53335], [-2.72452, -0.31403, 3.50429], [-3.71847, 0.24837, 2.52478], [1.14748, -0.55786, -5.66218], [1.13385, -0.70033, -3.90045], [0.84548, 0.87946, -4.64843], [-0.65269, -1.52890, -6.63483], [-3.05284, -2.12114, -6.75222], [-4.57212, -1.38414, -4.92851], [-4.94744, -0.41172, -2.85145], [-4.09996, 1.14620, -2.78108], [-3.57880, -0.15549, -1.74588], [-0.53960, 4.30457, -2.49703], [-0.79018, 5.79064, -0.47532], [-1.08103, 4.65997, 1.76865], [0.85943, 1.33725, 4.67082], [1.36315, 0.21827, 3.45977], [1.52451, -0.23084, 5.18747], [-0.23746, -1.42339, 6.24860], [-2.57740, -2.24533, 6.29891], [-4.17927, -1.45871, 4.57885], [-4.73079, -0.06842, 2.78492], [-3.51718, -0.05682, 1.49740], [-3.67650, 1.33906, 2.54762], [-1.49036, -1.17014, 0.03014], [-2.48654, -2.22916, 0.16517], [-2.52954, -3.22193, -0.99166], [-1.33606, -4.18358, -1.07962], [-0.39962, -3.92692, -2.26013], [0.26097, -2.64005, -2.29210], [-1.63589, -0.53020, 0.81237], [-1.62236, -0.61908, -0.82503], [-3.49999, -1.81749, 0.28539], [-2.27296, -2.78026, 1.08788], [-2.64052, -2.68065, -1.93870], [-3.44928, -3.80266, -0.86639], [-1.69926, -5.21530, -1.16769], [-0.76186, -4.13287, -0.14456], [-0.96582, -4.03286, -3.19242], [0.36112, -4.71913, -2.27494], [-0.38731, -1.90779, -2.55826], [0.58694, -2.36420, -1.36998], [2.38356, 1.65235, 1.31923], [6.17297, 0.75774, -3.77441], [5.16737, 1.88573, -3.55676], [4.03631, 1.82101, -4.57888], [4.61580, 1.91709, -2.12996], [3.67328, 0.86201, -1.84239], [2.42258, 0.99661, -1.40801], [1.96880, -0.21009, -1.10882], [2.99710, -1.05091, -1.27058], [4.03499, -0.43593, -1.70129], [6.59683, 0.81370, -4.78059], [5.69223, -0.21285, -3.65218], [6.99169, 0.81539, -3.05324], [5.69477, 2.83969, -3.68013], [3.50650, 0.86957, -4.50783], [4.42774, 1.91430, -5.59463], [3.30044, 2.61182, -4.41917], [4.06917, 2.84501, -1.96220], [5.41217, 1.87262, -1.38340], [1.87063, 1.91674, -1.40116], [1.41469, -5.37364, 2.79891], [1.08286, -3.98145, 2.61912], [-0.18579, -3.58930, 3.21320], [2.09509, -2.80228, 2.03100], [1.27937, -1.70941, 1.45880], [3.07631, -2.25810, 3.24292], [3.80373, -0.99631, 3.12276], [3.60407, -3.15811, 4.23958], [3.07363, -3.67970, 1.01487], [4.43977, -3.24452, 0.75297], [2.47188, -4.37174, -0.11950], [0.67967, -6.00850, 2.28884], [1.40653, -5.65213, 3.86230], [2.40037, -5.58506, 2.39021], [-0.98897, -4.22658, 2.82748], [-0.41669, -2.55486, 2.96803], [-0.16253, -3.68723, 4.30471], [3.37235, -0.33576, 2.35479], [4.86004, -1.17900, 2.88156], [3.75756, -0.46128, 4.07421], [4.63115, -3.47808, 4.00637], [2.98186, -4.04630, 4.33625], [3.62779, -2.65179, 5.20993], [4.90828, -2.89295, 1.66915], [4.48500, -2.45224, 0.00179], [5.00859, -4.10528, 0.38730], [2.47216, -3.75043, -1.01775], [1.44233, -4.63979, 0.11528], [3.03031, -5.29553, -0.31096]],
  "atomic_forces_ev_per_a": [[0.27, -0.43, 0.09], [0.01, -0.04, -0.05], [0.00, 0.02, 0.02], [-0.03, -0.01, -0.03], [0.03, 0.00, -0.01], [0.01, 0.00, 0.03], [-0.05, -0.03, 0.02], [0.00, -0.01, 0.01], [0.13, -0.04, 0.02], [-0.04, -0.10, 0.08], [-0.21, 0.15, -0.03], [0.06, 0.05, 0.02], [0.06, 0.08, 0.07], [0.02, -0.03, 0.01], [0.00, 0.02, 0.00], [-0.01, 0.02, 0.06], [0.01, -0.02, -0.08], [-0.18, 0.04, -0.08], [0.04, 0.01, 0.03], [-0.05, 0.00, 0.01], [0.09, -0.03, -0.12], [0.05, -0.05, 0.00], [-0.01, 0.04, 0.00], [0.03, -0.03, -0.01], [-0.03, 0.05, 0.02], [0.01, 0.01, 0.01], [-0.01, 0.01, 0.01], [0.02, 0.00, -0.01], [-0.02, -0.01, 0.02], [0.01, -0.04, 0.01], [0.06, 0.00, 0.11], [0.00, -0.05, 0.00], [0.00, 0.00, 0.00], [0.00, 0.00, 0.00], [0.00, 0.00, 0.00], [0.00, 0.01, -0.01], [0.02, 0.00, 0.02], [0.00, -0.01, 0.00], [0.00, 0.00, 0.00], [0.01, 0.00, -0.01], [0.00, -0.01, 0.00], [-0.01, 0.00, 0.01], [0.04, 0.00, -0.02], [0.02, -0.01, 0.00], [0.01, 0.00, 0.00], [0.00, 0.00, 0.00], [0.00, 0.00, 0.00], [0.00, -0.02, -0.01], [0.01, 0.03, 0.01], [0.00, 0.01, 0.01], [-0.06, 0.15, -0.03], [0.06, -0.10, -0.03], [0.02, 0.00, 0.00], [0.01, -0.02, 0.06], [-0.01, -0.07, -0.02], [0.06, 0.06, 0.04], [-0.08, 0.14, -0.09], [-0.03, -0.03, -0.01], [0.00, 0.00, -0.04], [-0.01, 0.01, 0.03], [0.00, 0.06, 0.00], [0.00, 0.01, -0.03], [0.00, 0.00, 0.05], [-0.01, 0.05, -0.05], [0.00, -0.01, 0.01], [0.00, 0.01, 0.01], [-0.03, 0.05, -0.05], [0.06, -0.03, 0.02], [0.01, 0.12, -0.08], [-0.01, 0.01, 0.01], [-0.01, 0.01, -0.01], [0.00, 0.02, 0.00], [0.01, 0.01, 0.01], [0.03, -0.01, -0.02], [0.00, -0.05, 0.08], [-0.33, 0.09, -0.01], [-0.04, -0.03, -0.06], [-0.02, 0.00, 0.08], [0.00, -0.01, 0.00], [0.00, -0.01, 0.00], [0.00, -0.01, 0.00], [0.00, 0.00, 0.00], [-0.01, -0.01, 0.00], [0.00, 0.00, 0.00], [-0.01, 0.00, 0.00], [0.00, 0.00, 0.04], [0.01, -0.02, -0.02], [0.02, 0.00, -0.06], [0.01, 0.02, 0.02], [0.03, 0.03, 0.01], [-0.03, -0.02, -0.01], [-0.08, 0.01, 0.05], [0.13, 0.00, -0.02], [0.01, -0.01, 0.03], [-0.02, -0.02, -0.01], [0.02, 0.00, -0.03], [-0.02, -0.04, -0.06], [0.05, -0.02, -0.02], [-0.05, 0.06, 0.06], [0.00, -0.01, 0.00], [0.00, 0.00, -0.01], [0.00, -0.01, 0.00], [0.00, -0.01, -0.01], [0.01, -0.04, 0.00], [0.00, 0.00, -0.03], [-0.04, 0.03, 0.04], [0.01, 0.01, 0.02], [-0.02, 0.02, 0.00], [0.00, -0.01, 0.00], [-0.01, 0.01, 0.01], [0.00, 0.00, 0.00], [-0.01, -0.01, -0.01], [-0.01, -0.03, 0.03], [0.01, -0.02, 0.02], [0.03, 0.04, -0.05], [-0.01, 0.01, -0.03], [0.00, 0.03, -0.04]],
  "homo_energy_ev": [0.10, -0.25],
  "spin_multiplicity": 4,
  "total_charge": -2,
  "gap_ev": [3.99, 4.34],
  "relative_energy_kcal_mol": 0.0
}

---

no.,E_tot (eV)
1,-26866.014
2,-14630.974
3,-120423.660
4,-35224.433
5,-110236.950